# 1
{
  "formula": "C3H7N3S",
  "method": "ωB97M-V/def2-TZVPD",
  "elements": ["C", "C", "C", "H", "H", "H", "H", "H", "H", "H", "N", "N", "N", "S"],
  "positions_angstrom": [[1.26164, 1.27286, 0.38865], [1.41950, -0.12133, -0.00860], [-1.09923, -0.35614, -0.29841], [1.06915, 1.96970, -0.39647], [2.12660, 1.67566, 0.87851], [0.41189, 1.33206, 1.11887], [0.44058, -1.76877, -0.49068], [-2.95296, -0.96160, 0.32553], [-1.61204, -2.02267, 0.74330], [-0.67355, 1.26702, -1.19811], [0.24901, -0.84229, -0.10480], [-1.97976, -1.27685, 0.21556], [-1.45526, 0.71255, -0.83805], [2.79444, -0.88020, -0.33529]],
  "mulliken_charge": [-1.27, 0.56, 0.52, 0.32, 0.34, 0.35, 0.26, 0.24, 0.21, 0.26, -0.24, -0.46, -0.70, -0.38],
  "total_energy_ev": -18530.032,
  "lumo_energy_ev": 0.369,
  "smiles": "[H]/N=C(/N)NC(C)=S",
  "de_lowest_kcal_mol": 10.11
}

---

# 2
{
  "formula": "C4H6S",
  "method": "ωB97M-V/def2-TZVPD",
  "elements": ["C", "C", "C", "C", "H", "H", "H", "H", "H", "H", "S"],
  "positions_angstrom": [[1.93580, -0.19553, -0.01063], [0.40326, 0.08749, 0.09358], [-0.73729, -0.36109, -0.09559], [-2.02171, 0.46589, 0.03181], [1.91549, -0.99952, 1.27038], [1.72725, -1.06037, -0.74577], [2.71766, 0.94517, -0.21071], [0.18267, 1.09589, 0.22708], [-0.88325, -1.26997, -0.39275], [-1.83429, 1.52873, -0.21043], [-3.40559, -0.23667, 0.04301]],
  "mulliken_charge": [-0.74, -0.19, -0.27, -0.23, 0.20, 0.27, 0.29, 0.21, 0.50, 0.25, -0.27],
  "total_energy_ev": -15074.340,
  "lumo_energy_ev": -0.172,
  "de_lowest_kcal_mol": 125.75
}

---

# 3
{
  "formula": "C11H18",
  "method": "ωB97M-V/def2-TZVPD",
  "elements": ["C", "C", "C", "C", "C", "C", "C", "H", "H", "H", "H", "H", "H", "H", "H", "C", "C", "C", "C", "H", "H", "H", "H", "H", "H", "H", "H", "H", "H"],
  "positions_angstrom": [[0.24207, -1.29617, -2.57764], [-1.48046, -2.13911, -0.73127], [-0.96842, -1.20644, -1.64730], [-1.98495, -1.80521, 0.52025], [-1.58296, 0.08699, -1.52849], [-2.31281, -0.51590, 0.75248], [-2.25771, 0.37660, -0.31187], [-1.38930, -3.22033, -0.88688], [-2.01499, -2.75231, 1.26064], [0.98730, -0.63509, -2.19529], [-0.04727, -1.01987, -3.54368], [-1.19572, 0.85502, -2.28771], [-2.67247, -0.21158, 1.68560], [-2.67597, 1.41733, -0.31569], [0.57924, -2.37323, -2.66287], [0.92549, 0.84409, 1.16615], [0.85617, 2.18769, 0.31509], [1.63773, -0.22229, 0.36025], [1.73868, 1.16207, 2.49451], [-0.02986, 0.54811, 1.38310], [1.80498, 2.57192, -0.02788], [2.23313, -0.68677, 0.99605], [0.92079, -0.92062, -0.23213], [2.36531, 0.24584, -0.38066], [1.86419, 0.38833, 3.22323], [2.67244, 1.43200, 2.14562], [1.23293, 1.99483, 2.88095], [0.30349, 2.93656, 0.78126], [0.24897, 1.95755, -0.63584]],
  "mulliken_charge": [-1.25, -0.34, 0.26, -0.14, -0.48, -0.53, -0.29, 0.30, 0.19, 0.34, 0.50, 0.36, 0.58, 0.28, 0.29, 1.05, -1.38, -1.12, -1.80, 0.01, 0.45, 0.58, 0.01, 0.24, 0.41, 0.44, 0.46, 0.45, 0.13],
  "total_energy_ev": -11696.745,
  "lumo_energy_ev": 0.971,
  "smiles": "Cc1ccccc1.CC(C)C",
  "de_lowest_kcal_mol": 58.45
}

---

# 4
{
  "formula": "C21H66O12",
  "method": "ωB97M-V/def2-TZVPD",
  "elements": ["C", "C", "O", "H", "H", "H", "H", "H", "H", "C", "C", "O", "H", "H", "H", "H", "H", "H", "C", "C", "O", "H", "H", "H", "H", "H", "H", "C", "C", "O", "H", "H", "H", "H", "H", "H", "C", "C", "O", "H", "H", "H", "H", "H", "H", "C", "C", "O", "H", "H", "H", "H", "H", "H", "C", "C", "O", "H", "H", "H", "H", "H", "H", "C", "C", "O", "H", "H", "H", "H", "H", "H", "C", "C", "O", "H", "H", "H", "H", "H", "H", "C", "O", "H", "H", "H", "H", "C", "O", "H", "H", "H", "H", "C", "O", "H", "H", "H", "H"],
  "positions_angstrom": [[6.87183, 5.43940, -3.37633], [5.34249, 5.26761, -3.20192], [4.80677, 6.59410, -3.15457], [7.32097, 4.48926, -3.66550], [7.38902, 5.81629, -2.49396], [7.13273, 6.13377, -4.17501], [5.11023, 4.62162, -2.35525], [4.97249, 4.58392, -3.96597], [3.85679, 6.55816, -3.02093], [1.59614, 9.67457, 1.34454], [0.85780, 8.39653, 1.70953], [0.37309, 7.83895, 0.51885], [2.49247, 9.50605, 0.74764], [2.06370, 10.26832, 2.13001], [0.99214, 10.41974, 0.82685], [0.06184, 8.50019, 2.44697], [1.60051, 7.65868, 2.01291], [-0.57223, 7.80473, 0.68253], [4.37879, -1.90564, -6.15319], [3.68222, -1.78002, -4.74616], [4.46185, -1.11291, -3.81368], [3.72269, -1.95872, -7.02199], [5.12684, -2.69216, -6.25258], [4.97291, -1.04744, -6.46720], [3.48569, -2.82119, -4.49032], [2.80049, -1.14010, -4.78040], [3.89402, -0.98841, -3.04970], [-2.05360, -1.52378, -9.78452], [-2.47490, -2.73912, -8.91836], [-3.91986, -2.85807, -8.83543], [-2.01238, -0.56276, -9.27184], [-2.74443, -1.40394, -10.61908], [-1.04107, -1.56506, -10.18601], [-1.98230, -2.66880, -7.94856], [-2.04553, -3.54885, -9.50834], [-4.20124, -2.89772, -9.75241], [-3.05881, -6.48570, 3.31368], [-3.01440, -5.46025, 4.41493], [-2.48832, -4.17630, 3.92162], [-2.16118, -6.74047, 2.75026], [-3.91620, -6.27621, 2.67408], [-3.33854, -7.41788, 3.80451], [-2.41488, -5.74858, 5.27838], [-3.88152, -5.28936, 5.05288], [-2.18290, -4.26222, 3.01556], [-1.87391, 0.72042, -0.77821], [-2.22167, -0.76113, -1.18156], [-1.32517, -1.69804, -0.58663], [-1.77278, 0.92947, 0.28676], [-2.65235, 1.39216, -1.14002], [-0.95037, 0.99631, -1.28718], [-2.19931, -0.91118, -2.26095], [-3.18763, -1.11428, -0.82058], [-1.46533, -2.58560, -0.92455], [3.18090, -5.83051, 4.46546], [3.74483, -7.12986, 4.94392], [4.14079, -8.01083, 3.86402], [2.63450, -6.04020, 3.54589], [3.98020, -5.28152, 3.96762], [2.54898, -5.21774, 5.10834], [3.05483, -7.70702, 5.55945], [4.57947, -6.88371, 5.60035], [5.05483, -7.80560, 3.65426], [4.07948, 2.48430, 5.18020], [4.94286, 3.59949, 5.69259], [6.11823, 2.97197, 6.12703], [3.86928, 1.66528, 5.86805], [4.26480, 2.14338, 4.16161], [3.15609, 3.00168, 4.91990], [4.52412, 4.20154, 6.49900], [5.10679, 4.38384, 4.95365], [6.86197, 3.10611, 5.53504], [-1.72269, 2.20899, 9.66585], [-1.86224, 0.90732, 8.85189], [-2.77532, 1.11424, 7.75677], [-2.57735, 2.45382, 10.29648], [-1.46661, 3.04696, 9.01752], [-0.88891, 2.01982, 10.34198], [-2.16596, 0.04511, 9.44555], [-0.88792, 0.56006, 8.50808], [-2.64881, 0.38354, 7.14713], [-7.02692, 6.38376, 0.16043], [-5.73755, 6.49593, 0.89777], [-7.81206, 6.94264, 0.66965], [-6.86100, 6.91738, -0.77543], [-7.51872, 5.41102, 0.16160], [-5.94119, 6.03944, 1.71736], [-9.48961, -0.99269, -5.31175], [-8.24257, -1.52159, -4.87119], [-9.95969, -0.42804, -4.50658], [-9.36845, -0.32406, -6.16401], [-10.15336, -1.79749, -5.62772], [-7.67366, -1.71854, -5.61895], [1.02810, -8.72098, -2.87730], [0.03651, -7.72564, -3.09389], [0.48800, -9.66492, -2.80401], [1.83170, -8.80623, -3.60878], [1.59550, -8.54541, -1.96333], [-0.25597, -7.80325, -4.00495]],
  "mulliken_charge": [-1.04, -0.18, -0.51, 0.34, 0.27, 0.29, 0.27, 0.26, 0.29, -1.01, -0.18, -0.51, 0.26, 0.35, 0.27, 0.36, 0.14, 0.31, -1.11, -0.12, -0.52, 0.33, 0.29, 0.33, 0.21, 0.28, 0.31, -0.99, -0.19, -0.50, 0.25, 0.30, 0.31, 0.30, 0.22, 0.30, -1.10, -0.18, -0.53, 0.36, 0.31, 0.33, 0.23, 0.28, 0.30, -0.99, -0.18, -0.55, 0.30, 0.33, 0.26, 0.26, 0.28, 0.30, -0.98, -0.21, -0.53, 0.30, 0.27, 0.33, 0.28, 0.23, 0.30, -0.90, -0.26, -0.51, 0.27, 0.29, 0.31, 0.24, 0.26, 0.30, -0.98, -0.23, -0.52, 0.27, 0.28, 0.32, 0.28, 0.27, 0.30, -0.53, -0.48, 0.25, 0.22, 0.26, 0.28, -0.47, -0.50, 0.21, 0.23, 0.23, 0.30, -0.51, -0.49, 0.24, 0.25, 0.21, 0.30],
  "total_energy_ev": -47409.546,
  "lumo_energy_ev": 0.257,
  "smiles": "CCO.CCO.CCO.CCO.CCO.CCO.CCO.CCO.CCO.CO.CO.CO",
  "de_lowest_kcal_mol": 196.76
}

---

# 5
{
  "formula": "C5H7NO",
  "method": "ωB97M-V/def2-TZVPD",
  "elements": ["C", "C", "C", "N", "C", "O", "C", "H", "H", "H", "H", "H", "H", "H"],
  "positions_angstrom": [[-1.80157, -0.46889, 0.47984], [-0.60486, -0.03676, -0.37382], [-0.57449, 1.41884, -0.54692], [-0.58427, 2.56965, -0.67594], [0.71458, -0.57935, 0.22714], [0.66166, -1.54290, 0.95503], [2.03203, 0.07554, -0.13028], [-1.73489, -0.02440, 1.47667], [-2.74120, -0.15745, 0.01861], [-1.78974, -1.55375, 0.59658], [-0.70607, -0.46260, -1.38633], [2.76253, -0.69937, -0.38713], [2.40637, 0.63238, 0.74414], [1.95791, 0.80627, -0.93866]],
  "mulliken_charge": [-1.37, 0.57, 0.08, -0.43, 0.50, -0.54, -1.10, 0.34, 0.40, 0.35, 0.22, 0.35, 0.28, 0.35],
  "total_energy_ev": -8835.678,
  "lumo_energy_ev": 0.626,
  "smiles": "CC(=O)[C@@H](C)C#N",
  "de_lowest_kcal_mol": 12.11
}

---

# 6
{
  "formula": "C50H54AsCl3N5O5Ti",
  "method": "ωB97M-V/def2-TZVPD",
  "elements": ["Ti", "Cl", "C", "C", "C", "C", "O", "C", "C", "N", "C", "C", "C", "C", "C", "C", "C", "C", "N", "C", "C", "H", "H", "H", "H", "H", "H", "H", "H", "H", "H", "Cl", "C", "Cl", "H", "H", "C", "O", "H", "H", "H", "H", "C", "C", "C", "C", "C", "C", "O", "N", "C", "O", "N", "C", "O", "H", "H", "H", "H", "H", "H", "H", "H", "H", "H", "H", "C", "C", "C", "C", "C", "C", "As", "N", "C", "C", "C", "C", "C", "C", "C", "C", "C", "C", "C", "C", "C", "C", "C", "C", "C", "C", "H", "H", "H", "H", "H", "H", "H", "H", "H", "H", "H", "H", "H", "H", "H", "H", "H", "H", "H", "H", "H", "H", "H", "H", "H", "H", "H"],
  "positions_angstrom": [[0.35114, -0.09047, -0.98782], [7.67929, 0.98985, -1.42615], [6.03711, 0.76014, -1.05289], [5.48532, 1.59491, -0.07297], [4.10345, 1.60783, 0.08715], [3.24421, 0.78755, -0.69495], [1.97762, 0.95591, -0.57766], [3.84739, -0.11284, -1.63884], [2.99545, -0.91950, -2.48037], [1.70854, -0.93748, -2.43305], [1.14587, -1.69877, -3.54840], [0.54992, -1.11773, -4.65337], [0.11838, -1.91744, -5.69643], [0.11293, -3.27861, -5.64402], [0.65122, -3.87011, -4.50207], [0.68628, -5.28309, -4.33805], [1.34881, -5.93061, -3.31182], [1.91876, -5.04345, -2.32331], [1.85113, -3.73999, -2.39350], [1.28122, -3.13787, -3.48130], [5.24833, -0.06547, -1.85624], [5.99842, 2.33490, 0.54010], [3.70386, 2.46718, 0.67908], [3.45844, -1.40867, -3.35067], [0.41157, -0.04281, -4.74127], [-0.09387, -1.31906, -6.60249], [-0.27476, -3.88225, -6.51412], [0.30393, -5.88136, -5.19444], [1.32937, -6.98863, -3.19015], [2.37404, -5.41349, -1.45006], [5.63050, -0.74375, -2.61077], [2.20424, 5.75472, -1.46654], [2.13808, 4.45115, -2.64810], [2.76567, 4.97270, -4.13567], [1.14272, 4.16626, -2.90188], [2.70254, 3.62746, -2.26551], [-1.53298, -2.61738, -1.78673], [-1.36381, -1.20656, -1.61200], [-1.86848, -2.93039, -2.79243], [-2.33127, -3.02935, -1.10718], [-0.59520, -3.15269, -1.55478], [-2.14199, -0.72939, -1.24738], [-2.33635, 4.70312, -1.12677], [-3.47040, 3.80616, -1.62545], [-3.09113, 2.61926, -2.59360], [-4.34458, 1.96690, -3.10341], [-4.05558, 0.63063, -3.83823], [-2.30080, 3.27790, -3.75507], [-2.89813, 3.96336, -4.55423], [-0.97787, 3.06146, -3.77322], [-0.38509, 1.98541, -3.08869], [0.76500, 1.72514, -3.38007], [-1.01130, 1.37712, -2.06713], [-2.34522, 1.55078, -1.85601], [-2.95513, 0.88270, -1.04961], [-2.55398, 5.22762, -0.20219], [-2.16234, 5.51735, -1.87188], [-1.44521, 4.08168, -0.86785], [-4.24394, 4.35948, -2.14376], [-4.00024, 3.23444, -0.83707], [-4.74440, 2.70598, -3.86994], [-5.00360, 1.89165, -2.30224], [-3.65388, 0.80928, -4.80932], [-5.00729, 0.14811, -4.03709], [-3.46867, -0.06208, -3.28640], [-0.41338, 3.34299, -4.55939], [3.47214, 2.21986, 5.77759], [2.46162, 1.78202, 4.76162], [2.15728, 2.51687, 3.63408], [1.15004, 2.10665, 2.77030], [0.75428, 3.00289, 1.54967], [0.47928, 0.90360, 2.92792], [-0.78001, 0.34288, 1.62225], [0.30427, -0.92516, 0.78292], [1.25068, -1.86580, 1.31632], [1.17095, -3.23219, 0.96289], [2.20989, -4.11447, 1.32606], [3.31638, -3.62143, 1.99379], [3.43445, -2.24344, 2.33366], [2.41380, -1.40754, 1.90773], [-2.18266, -0.47325, 2.71036], [-2.71042, -1.77247, 2.79842], [-2.32990, -2.79176, 1.75056], [-3.78082, -2.04520, 3.69901], [-4.29388, -1.13690, 4.60591], [-5.24571, -1.47868, 5.65913], [-3.75523, 0.19342, 4.44750], [-2.80138, 0.48521, 3.55582], [-2.47657, 1.96080, 3.41381], [0.82960, 0.11657, 4.05212], [0.15218, -1.17815, 4.36035], [1.87691, 0.53579, 4.89308], [3.51126, 3.30825, 5.84737], [4.50314, 1.88264, 5.50574], [3.17877, 1.84430, 6.74860], [2.75048, 3.41894, 3.48702], [1.10411, 4.05628, 1.53707], [1.06903, 2.49229, 0.55654], [-0.33106, 3.08305, 1.48474], [0.30251, -3.55116, 0.41111], [2.10287, -5.12409, 1.01331], [4.13316, -4.29665, 2.20553], [4.34772, -1.75105, 2.63497], [2.53004, -0.34185, 2.03588], [-1.71621, -3.66783, 2.27415], [-1.76893, -2.38519, 0.94517], [-3.24638, -3.23220, 1.40290], [-4.11837, -3.05171, 3.74203], [-4.83475, -1.17320, 6.58606], [-5.52205, -2.51654, 5.64189], [-6.18902, -0.83341, 5.42320], [-4.04520, 0.93593, 5.23676], [-3.12698, 2.55415, 4.11051], [-2.62416, 2.34778, 2.37523], [-1.48123, 2.13654, 3.73888], [-0.83862, -1.04110, 4.79408], [0.72781, -1.79285, 5.08951], [0.09599, -1.80829, 3.45210], [2.20903, -0.16094, 5.68446]],
  "mulliken_spin": [0.86, 0.00, 0.00, 0.00, 0.00, 0.00, 0.00, 0.01, 0.05, -0.03, 0.02, -0.02, 0.00, 0.00, 0.01, 0.00, 0.00, 0.00, 0.00, -0.02, 0.01, 0.00, 0.00, 0.00, 0.00, 0.00, 0.00, 0.00, 0.00, 0.00, 0.00, 0.00, 0.00, 0.00, 0.00, 0.00, 0.03, 0.02, 0.00, 0.00, -0.01, 0.00, 0.00, 0.00, 0.00, 0.00, 0.00, 0.00, 0.00, 0.00, -0.01, 0.00, -0.01, 0.03, 0.00, 0.00, 0.00, 0.00, 0.00, 0.00, 0.00, 0.00, 0.00, 0.00, 0.00, 0.00, 0.00, 0.00, 0.00, 0.00, 0.00, 0.01, 0.04, -0.05, 0.03, -0.01, 0.00, 0.00, 0.00, 0.00, 0.02, 0.00, 0.00, 0.00, 0.00, 0.00, 0.00, 0.00, 0.00, 0.00, 0.00, 0.00, 0.00, 0.00, 0.00, 0.00, 0.00, 0.02, 0.00, -0.01, 0.00, 0.00, 0.00, 0.00, 0.00, 0.00, 0.00, 0.00, 0.00, 0.00, 0.00, 0.00, 0.00, 0.00, 0.00, 0.00, 0.00, 0.00, 0.00],
  "total_energy_ev": -191938.810,
  "lumo_energy_ev": [-0.320, -0.328],
  "multiplicity": 2,
  "s2": 0.754,
  "de_lowest_kcal_mol": 22.09
}